18
Properties=species:S:1:pos:R:3:forces:R:3 method="wB97M-V/def2-TZVPD" total_energy_ha=-799.04484 orbital_gap_ev=6.4 total_charge=-1 max_force_ha_per_bohr=0.0239 relative_energy_ev=0.414
C -0.5381 -0.1883 -0.7950 1.119 -0.326 -0.384
C 0.5748 -1.1479 -1.3210 -0.586 0.586 -0.147
S 1.4476 -0.2974 -2.6814 -0.051 -0.426 -0.135
C -1.0288 -0.5477 0.5597 -0.141 0.226 -0.223
N -2.3877 -0.6639 0.6999 -0.031 -0.069 0.519
O -0.2731 -0.6697 1.5145 -0.271 -0.207 -0.028
H -0.0667 0.7982 -0.7046 -0.158 -0.016 -0.093
H -1.2932 -0.1403 -1.5764 -0.247 0.129 0.161
H 1.2670 -1.4049 -0.5232 -0.053 -0.031 0.111
H 0.0483 -2.0641 -1.6093 0.263 -0.077 -0.237
H -2.6808 -0.5915 1.6578 -0.207 -0.140 0.236
H -2.9775 -0.1855 0.0456 0.034 -0.014 -0.281
H 0.9763 2.2168 1.4989 -0.119 0.135 0.255
H -0.2334 1.3493 1.5933 0.119 0.066 0.533
O 0.1529 2.1363 2.0086 0.230 0.021 -0.599
H 1.8567 0.3065 0.4846 0.255 -0.117 -0.027
H 2.4926 0.4707 -0.9078 -0.069 -0.008 0.046
O 2.6633 0.6233 0.0557 -0.087 0.269 0.293